This record from OMol25 describes a structure of composition C44H37As2GdN4S8 in a non-equilibrium geometry. The level of theory is the ωB97M-V functional and the def2-TZVPD basis.

The geometry in XYZ format:
```
96
Properties=species:S:1:pos:R:3:lowdin_spin:R:1
Gd -0.0821 1.2530 -0.8907 6.7807
As -0.0783 -2.2245 -0.8582 -0.0059
As 2.1781 -0.5570 0.9088 -0.0108
S -3.8976 3.5004 -3.4123 0.0000
S -1.9629 1.1798 4.1789 -0.0001
S 2.3047 3.0610 -4.5984 -0.0048
S -0.6450 0.0776 -3.3265 0.1255
S -1.3168 0.1999 1.4378 -0.0087
S -0.2948 2.1897 -5.4662 -0.0035
S 0.7115 4.6905 -6.6312 0.0167
S 2.4425 1.1911 -2.3001 0.1024
N -2.5657 2.3526 -1.5119 -0.0126
N -1.1095 2.7446 2.4090 0.0003
N -0.6657 3.0885 1.1837 -0.0106
N -0.0020 3.8959 -1.3497 -0.0102
C -4.3341 2.2312 0.2965 0.0001
C -0.7311 -4.5722 -4.3914 0.0002
C 2.5606 -3.0627 4.2516 -0.0001
C 4.9703 2.3107 2.0370 0.0000
C -6.0858 3.3765 -1.5879 -0.0001
C 2.6104 -2.4948 2.9868 -0.0004
C -0.7381 -3.4482 1.7366 -0.0001
C -4.7554 3.1951 -1.8905 -0.0003
C -0.4365 6.1420 -0.7038 0.0000
C -0.2673 4.8098 -0.4052 -0.0004
C 6.2857 0.3559 1.4639 0.0000
C 0.7372 -5.7447 1.3618 -0.0001
C -0.2599 -3.6706 -3.4275 0.0011
C 3.8075 1.6553 1.6515 0.0003
C 0.0816 -5.5431 2.5641 0.0000
C -3.8633 2.6053 -0.9630 -0.0004
C -1.9527 -4.2719 -1.9160 -0.0002
C 6.2270 1.6813 1.9521 0.0000
C -5.6714 2.4168 0.6185 0.0000
C -1.7968 -5.3704 -4.0883 -0.0002
C 0.3605 1.2690 -4.1732 0.0186
C 2.7401 -1.9888 -0.1939 -0.0008
C 1.8377 -2.2934 -1.3913 0.0008
C 1.7267 -2.4672 5.2087 -0.0001
C -0.0251 -3.6246 0.5699 -0.0010
C 0.0796 4.3201 -2.6445 0.0008
C -0.7204 -4.4296 2.7148 0.0000
C 5.0945 -0.3152 1.1868 -0.0001
C 3.8724 0.3285 1.2214 0.0002
C 1.9618 -1.3325 2.6682 -0.0019
C 1.1703 -0.7029 3.6232 -0.0002
C -0.8515 -3.4360 -2.1792 -0.0001
C -2.6423 -0.4430 4.1214 -0.0001
C -1.4000 1.4887 2.5436 0.0001
C -0.0482 5.6464 -3.0049 0.0002
C 1.0361 -1.2963 4.8624 0.0000
C -2.3872 -5.2186 -2.8247 0.0002
C -2.5166 2.7905 -2.7476 -0.0007
C -0.3556 6.5625 -2.0026 0.0003
C -6.5301 2.9767 -0.3124 0.0000
C 0.8980 3.3847 -5.6687 0.0024
C 0.6512 -4.8066 0.3435 -0.0002
C 1.5632 1.7584 -3.6734 0.0200
C -0.5403 4.3643 0.9672 0.0003
H 4.9823 3.3087 2.4117 0.0000
H 3.2258 -2.9907 2.2569 -0.0001
H 0.2592 3.5826 -3.3748 0.0011
H 0.5179 -2.9834 -3.7582 0.0011
H 7.0674 2.2767 2.2478 0.0000
H 3.0531 -4.0162 4.4560 0.0000
H -1.8792 -1.2177 4.0026 0.0000
H -1.3293 -2.5434 1.8241 0.0000
H -1.2440 -4.3006 3.6478 0.0000
H -3.6336 1.8090 1.0321 0.0000
H 3.6785 -1.6825 -0.6584 0.0001
H 5.1501 -1.3769 0.8827 0.0000
H -0.4714 7.6434 -2.2710 0.0000
H 1.3338 -6.6873 1.1938 0.0000
H 0.4268 -0.7945 5.6305 0.0000
H -1.6010 2.7159 -3.3128 -0.0003
H 1.1389 -5.0691 -0.6008 0.0000
H -6.7949 3.8770 -2.2272 0.0000
H -0.6650 5.0399 1.7912 -0.0002
H 0.6763 0.2283 3.3954 0.0000
H -0.0993 5.8932 -4.0410 0.0005
H -2.5436 -4.1384 -0.9967 0.0000
H 1.5714 -2.8456 6.2017 0.0000
H 2.9865 -2.9156 0.3291 -0.0001
H -0.1722 -4.6390 -5.3150 0.0000
H 1.9574 -1.5758 -2.2070 0.0008
H -7.5623 3.2174 -0.0197 0.0000
H 0.2863 -6.2130 3.3510 0.0000
H -3.3669 -0.4670 3.2815 0.0000
H 2.0420 -3.2525 -1.8925 0.0000
H -3.2669 -5.8664 -2.7382 0.0000
H -0.6880 6.8534 0.0848 0.0000
H -5.9931 2.1060 1.6031 0.0000
H -3.2037 -0.6280 5.0526 0.0000
H -2.2242 -6.0599 -4.8001 0.0000
H 7.2026 -0.1975 1.3818 0.0000
H 2.8034 2.1306 1.6208 0.0003
```

**Spin multiplicity**: 8
**⟨S²⟩**: 16.103
**Energy above the lowest of the compared OMol25 structures with the same formula, charge and spin**: 9.9 kcal per mole
**E_LUMO (alpha / beta)**: -0.755 / -1.799 eV
**DFT total energy**: -10340.66534 Ha
**Strongest force on any atom**: 2.3 eV/Å
**Kohn-Sham gap (alpha / beta)**: 0.241 / 0.200 Eh
**HOMO level (alpha / beta)**: -7.324 / -7.251 eV
**Total charge**: 0


This record from OMol25 describes a structure of composition C44H37BaN7O8S2 in a non-equilibrium geometry. The level of theory is the ωB97M-V functional and the def2-TZVPD basis.

The geometry in XYZ format:
```
99
Properties=species:S:1:pos:R:3:lowdin_charge:R:1
Ba 3.3086 -0.7496 0.7624 2.0203
S -3.0873 -1.2378 0.1580 0.7310
S -0.8761 0.2352 -1.7320 0.9319
O -0.3657 -2.8846 -4.4766 0.0263
O 1.4778 -0.4435 -4.4013 0.0141
O 7.2776 -1.1179 3.7502 -0.0684
O 0.9266 -1.7829 2.3404 -0.0869
O 3.6019 3.8859 1.7532 -0.0375
O 2.4710 -0.2126 -1.7406 -0.2122
O 2.0647 -2.7913 -0.3679 -0.2244
O -0.1363 -4.1197 -1.7796 0.0273
N -4.7255 -0.0791 -1.6627 -0.1195
N -0.7155 -3.3760 2.1363 -0.1621
N 4.2243 1.6214 1.4535 -0.0907
N 5.8031 -0.4417 1.9566 -0.0430
N 4.6079 -2.8355 2.1270 -0.0068
N -2.8248 1.9464 -1.9053 -0.1316
N 1.4246 1.1300 1.4421 -0.0168
C 1.9375 2.2554 1.9255 -0.1617
C 8.4008 2.1333 1.4139 -0.1497
C -0.1046 3.3311 -5.3342 -0.0744
C -1.9439 4.7489 -3.8518 -0.0811
C 5.6724 -2.6158 2.8997 -0.2131
C -2.0180 -3.8509 2.5339 -0.0851
C 0.5231 -3.1855 -2.2261 -0.3345
C -0.7336 1.7710 2.2474 -0.0672
C -8.5826 -0.1401 1.6142 -0.0887
C -8.9473 -0.8478 0.4765 -0.0886
C 6.2077 3.1561 1.2953 -0.0232
C 1.8627 -1.2432 -2.2036 -0.4314
C 7.6225 3.2411 1.2776 -0.1357
C -7.2550 0.2000 1.7558 -0.0847
C -6.3847 -0.1215 0.7488 -0.0448
C -8.0691 -1.0830 -0.5782 -0.0504
C -4.9052 0.9205 -2.6712 -0.1373
C 6.3233 -1.2427 2.9037 -0.4639
C -0.5770 4.5525 -5.8597 -0.0842
C -0.5259 2.8455 -4.1328 -0.0340
C -2.4216 0.7060 -1.5827 -0.7374
C 5.8268 -4.9348 3.3483 -0.0834
C -1.5229 5.2327 -5.0901 -0.1167
C -1.4678 3.5403 -3.3910 -0.1984
C -4.2379 2.2464 -2.2807 -0.0814
C 3.3979 2.6594 1.6836 -0.4961
C 4.8667 -5.1360 2.4347 -0.1076
C -1.9014 3.0472 -1.9973 -0.1395
C 5.6033 1.8997 1.4936 -0.2198
C 7.8380 0.8886 1.6384 -0.0383
C 4.2069 -4.0759 1.8763 -0.1273
C 0.1937 -4.3265 1.4447 0.0009
C -5.7513 -1.0834 -1.5255 -0.1205
C 0.1197 0.8969 1.5691 -0.1772
C 6.4365 0.7375 1.7029 -0.2572
C -0.1902 2.9258 2.7941 -0.1067
C -0.2181 -2.2049 2.5227 -0.3549
C 1.5928 -2.4521 -1.4908 -0.3532
C 6.2891 -3.6230 3.6034 -0.0023
C 1.1117 3.2098 2.6179 -0.0136
C -6.7459 -0.7379 -0.4500 -0.1996
C 0.3375 -2.5288 -3.5201 -0.3025
C -3.5028 -0.2150 -1.0851 -0.7039
C 1.3032 -1.3207 -3.5442 -0.3494
H -5.9382 1.2215 -2.7165 0.1212
H -1.0616 2.6959 -1.4149 0.0941
H 0.3411 -3.9894 0.4098 0.0660
H 0.5909 2.6333 -5.8313 0.1213
H -4.6144 0.6282 -3.6631 0.1331
H -0.9331 -1.5326 3.0726 0.1419
H -1.9603 -4.5945 3.2803 0.0648
H -4.1076 2.9042 -3.2325 0.1530
H -0.8394 3.5230 3.4190 0.0959
H 7.0890 -3.4595 4.2980 0.1013
H 8.4633 0.0274 1.7471 0.0938
H -0.2885 -5.2946 1.5158 0.0820
H 1.5313 4.1277 2.9562 0.0977
H -0.1839 4.8905 -6.8654 0.1119
H -4.7402 2.7692 -1.4495 0.1278
H -2.7051 -3.0264 2.8245 0.0831
H -2.4889 -4.2688 1.6497 0.0826
H 5.4892 3.9624 1.0571 0.0928
H -8.3580 -1.6630 -1.4121 0.0992
H 9.4515 2.2019 1.3422 0.0695
H -0.2809 0.0693 0.9699 0.0583
H 3.3139 -4.1227 1.2961 0.0797
H -2.3616 3.9070 -1.5522 0.1074
H -6.8279 0.5967 2.5977 0.0787
H -9.9512 -1.1440 0.2909 0.0852
H -5.3499 -2.0509 -1.2821 0.1133
H 6.2801 -5.8122 3.8804 0.1132
H 1.1073 -4.3956 2.0178 0.0747
H 7.9609 4.2075 0.9997 0.0672
H -2.6534 5.3600 -3.2177 0.1230
H -6.2397 -1.0270 -2.4974 0.1286
H -1.7667 1.4942 2.3393 0.0850
H -0.1875 1.9073 -3.7572 0.0708
H -1.9363 6.1958 -5.3473 0.0847
H 4.5966 -6.1085 2.1441 0.0850
H -5.3189 0.1732 0.8767 0.0863
H -9.2460 0.0704 2.4336 0.0944
```

**Energy above the lowest of the compared OMol25 structures with the same formula, charge and spin**: 28.3 kcal per mole
**E_LUMO**: 3.161 eV
**DFT total energy**: -3506.14634 Ha
**Strongest force on any atom**: 3.1 eV/Å
**Kohn-Sham gap**: 0.174 Eh
**HOMO level**: -1.568 eV
**Total charge**: -2


Question: Which formula does entry 1 have?
Answer: C44H37As2GdN4S8